# 1
Computed, not measured: a structure of composition C24H60Hg2N2O20, with wB97M-V/def2-TZVPD.

Structure (XYZ):
```
108
C24H60Hg2N2O20 (wB97M-V/def2-TZVPD)
Hg 3.259 -2.918 2.084
Hg 3.837 1.204 -0.963
C 5.673 -2.136 -0.634
O 5.534 -1.579 -1.734
O 5.323 -3.223 -0.372
O 5.672 -1.296 0.278
C 0.654 -0.661 0.278
O 0.403 -1.830 0.498
O 0.857 -0.180 -0.833
O 1.508 -0.229 1.002
C -1.364 3.807 3.538
C -1.860 4.765 4.578
O -0.899 5.772 4.985
O -0.323 3.079 4.106
H -1.094 4.335 2.624
H -2.220 3.144 3.404
H -2.216 4.288 5.491
H -2.775 5.268 4.264
H -0.897 5.791 5.945
H -0.070 2.459 3.418
C 2.967 -7.549 0.176
C 3.698 -7.665 -1.158
O 5.074 -7.366 -0.966
O 2.485 -6.274 0.331
H 3.584 -7.823 1.032
H 2.075 -8.175 0.128
H 3.276 -7.014 -1.924
H 3.652 -8.672 -1.571
H 5.051 -6.449 -0.683
H 1.832 -6.149 -0.362
C -4.288 -2.931 2.415
C -5.201 -3.325 1.288
O -4.843 -2.935 -0.019
O -3.028 -3.628 2.497
H -4.759 -3.000 3.396
H -4.084 -1.869 2.277
H -6.193 -2.875 1.327
H -5.366 -4.393 1.435
H -4.145 -3.531 -0.301
H -2.501 -3.276 1.776
C -0.423 -4.797 -3.565
C 0.350 -3.555 -4.023
O -0.458 -2.377 -3.908
O -0.542 -4.832 -2.117
H 0.108 -5.724 -3.782
H -1.337 -5.012 -4.118
H 0.676 -3.604 -5.062
H 1.276 -3.185 -3.583
H -0.090 -1.846 -3.198
H -0.402 -3.968 -1.724
C 2.091 3.114 -4.671
C 2.003 4.331 -3.676
O 1.802 3.815 -2.316
O 3.101 2.232 -4.301
H 2.220 3.478 -5.690
H 1.172 2.528 -4.648
H 1.149 4.891 -4.058
H 2.906 4.927 -3.812
H 0.925 3.425 -2.347
H 3.309 1.614 -5.005
C 5.495 -1.228 5.251
O 4.228 -1.735 4.940
C 3.493 -2.016 6.126
C 2.096 -2.598 5.905
N 2.054 -3.641 4.865
C 2.484 -4.966 5.257
C 3.968 -5.143 5.402
O 4.707 -4.409 4.402
C 6.047 -4.800 4.314
H 6.055 -2.079 5.638
H 5.428 -0.470 6.031
H 6.062 -0.793 4.428
H 3.403 -1.060 6.642
H 4.152 -2.634 6.734
H 1.375 -1.806 5.701
H 1.679 -3.019 6.820
H 1.068 -3.745 4.670
H 2.078 -5.788 4.668
H 2.030 -5.158 6.230
H 4.110 -6.218 5.289
H 4.442 -4.986 6.371
H 6.616 -4.290 5.091
H 6.417 -4.625 3.304
H 6.316 -5.821 4.586
C -6.166 8.938 -7.875
O -5.489 8.321 -6.716
C -6.226 8.598 -5.553
C -5.576 7.979 -4.341
N -5.717 6.531 -4.262
C -5.446 6.018 -2.879
C -3.903 5.988 -2.552
O -3.271 4.848 -3.251
C -3.662 3.538 -2.908
H -6.106 10.025 -7.928
H -7.215 8.643 -7.918
H -5.719 8.399 -8.710
H -7.266 8.271 -5.566
H -6.224 9.680 -5.421
H -5.997 8.379 -3.419
H -4.513 8.218 -4.334
H -4.969 6.103 -4.789
H -5.954 5.087 -2.624
H -5.961 6.670 -2.173
H -3.755 5.921 -1.474
H -3.408 6.839 -3.019
H -3.062 2.777 -3.407
H -4.717 3.444 -3.163
H -3.610 3.396 -1.829
```

Properties
E_LUMO, eV: -4.389
Gap between HOMO and LUMO, Ha: 0.132
Maximum force, Eh/bohr: 0.1378

=====

# 2
Computed, not measured: an isolated molecule of C5H3NO, with wB97M-V/def2-TZVPD.

Structure (XYZ):
```
10
C5H3NO (wB97M-V/def2-TZVPD)
N 2.928 -0.542 -0.906
C 1.887 -0.270 -0.482
C 0.586 0.015 0.011
C 0.007 1.239 0.224
O -1.292 1.120 0.486
C -1.601 -0.240 0.492
C -0.442 -0.925 0.253
H 0.427 2.234 0.206
H -2.053 -0.630 -0.429
H -0.447 -2.001 0.146
```

Properties
E_LUMO, eV: 0.166
Gap between HOMO and LUMO, Ha: 0.359
Energy above the lowest of the compared OMol25 structures with the same formula, charge and spin, kcal/mol: 42.7
Maximum force, Eh/bohr: 0.0477
SMILES string: N#Cc1ccoc1

=====

# 3
Computed, not measured: a structure of composition C7H7F3OSi, with wB97M-V/def2-TZVPD.

Structure (XYZ):
```
19
C7H7F3OSi (wB97M-V/def2-TZVPD)
C 2.538 -1.460 -0.960
C 1.463 -2.210 -0.590
C 2.591 -0.084 -0.873
C 0.381 -1.585 0.011
C 1.403 0.617 -0.426
C 0.353 -0.192 0.082
C -3.012 0.860 0.131
O -1.263 2.656 1.429
F -3.332 2.055 -0.491
F -4.058 0.530 0.917
F -2.987 -0.163 -0.836
Si -1.420 1.078 1.154
H 3.351 -2.056 -1.338
H 1.444 -3.251 -0.682
H 3.492 0.449 -1.036
H -0.472 -2.386 0.309
H 1.608 1.690 -0.174
H -0.561 3.022 0.921
H -1.516 0.432 2.451
```

Properties
E_LUMO, eV: 0.304
Gap between HOMO and LUMO, Ha: 0.361
Energy above the lowest of the compared OMol25 structures with the same formula, charge and spin, kcal/mol: 8.1
Maximum force, Eh/bohr: 0.0822

=====

# 4
Computed, not measured: a structure of composition C75H84BBrCsGeN11S2, with wB97M-V/def2-TZVPD.

Structure (XYZ):
```
176
C75H84BBrCsGeN11S2 (wB97M-V/def2-TZVPD)
Cs 0.244 0.121 0.036
C 6.501 3.317 -1.205
C 5.048 3.045 -1.397
C 4.324 3.341 -2.527
C 3.017 2.898 -2.250
N 2.980 2.383 -1.021
N 4.205 2.460 -0.507
B 4.627 2.035 0.923
N 4.661 0.508 1.161
N 3.628 -0.324 1.106
C 4.071 -1.552 1.377
C 5.457 -1.498 1.622
C 5.793 -0.173 1.477
C 7.160 0.397 1.645
C 3.240 -2.747 1.401
C 3.752 -3.954 1.881
C 2.975 -5.097 1.899
C 1.663 -5.055 1.453
C 1.141 -3.864 0.973
C 1.924 -2.728 0.943
N 3.812 2.781 2.010
N 2.555 2.535 2.361
C 2.232 3.379 3.339
C 3.338 4.201 3.635
C 4.324 3.785 2.767
C 5.700 4.347 2.655
C 0.939 3.431 4.008
C 0.575 4.581 4.713
C -0.614 4.638 5.414
C -1.468 3.548 5.420
C -1.127 2.412 4.706
C 0.060 2.349 4.002
C 1.886 3.006 -3.157
C 2.105 3.265 -4.512
C 1.049 3.431 -5.385
C -0.253 3.323 -4.929
C -0.484 3.041 -3.593
C 0.570 2.896 -2.710
H 6.887 3.794 -2.104
H 6.674 3.980 -0.360
H 7.055 2.395 -1.038
H 4.688 3.822 -3.413
H 5.744 2.402 1.044
H 6.126 -2.306 1.849
H 7.846 -0.408 1.905
H 7.506 0.855 0.721
H 7.185 1.148 2.434
H 4.768 -4.005 2.248
H 3.398 -6.028 2.262
H 1.054 -5.949 1.477
H 0.124 -3.817 0.607
H 1.527 -1.804 0.556
H 3.421 4.958 4.393
H 5.843 5.107 3.424
H 6.456 3.573 2.782
H 5.846 4.808 1.678
H 1.224 5.446 4.709
H -0.873 5.534 5.964
H -2.395 3.588 5.978
H -1.790 1.562 4.705
H 0.318 1.458 3.453
H 3.114 3.341 -4.889
H 1.244 3.637 -6.429
H -1.084 3.455 -5.613
H -1.501 2.940 -3.236
H 0.390 2.720 -1.660
C -5.106 0.923 6.160
C -5.641 0.939 4.722
C -6.767 -0.094 4.578
C -6.201 2.340 4.451
C -4.527 0.597 3.743
C -4.435 1.192 2.479
C -3.322 0.933 1.695
N -2.333 0.143 2.044
C -2.449 -0.516 3.204
C -3.534 -0.307 4.068
C -1.356 -1.391 3.603
C -1.592 -2.572 4.324
C -0.531 -3.340 4.764
C 0.755 -2.855 4.485
C 0.894 -1.695 3.737
N -0.118 -0.983 3.293
C -0.724 -4.615 5.574
C 0.374 -5.634 5.248
C -0.649 -4.256 7.065
C -2.078 -5.274 5.285
H -5.838 1.354 6.841
H -4.189 1.506 6.219
H -4.895 -0.088 6.498
H -7.571 0.122 5.282
H -6.392 -1.096 4.772
H -7.172 -0.075 3.568
H -6.887 2.626 5.248
H -6.753 2.376 3.515
H -5.394 3.069 4.412
H -5.195 1.860 2.109
H -3.226 1.406 0.729
H -3.543 -0.825 5.014
H -2.615 -2.880 4.491
H 1.636 -3.371 4.830
H 1.876 -1.305 3.501
H 1.338 -5.314 5.631
H 0.460 -5.766 4.173
H 0.138 -6.595 5.705
H 0.315 -3.810 7.299
H -0.779 -5.148 7.675
H -1.427 -3.540 7.323
H -2.212 -5.410 4.216
H -2.903 -4.679 5.668
H -2.123 -6.249 5.767
S 0.623 -0.647 -3.013
C -0.950 -1.127 -3.671
N -1.182 -0.816 -5.027
C -2.530 -0.859 -5.501
C -3.195 -2.100 -4.913
N -3.180 -1.972 -3.487
C -4.184 -2.708 -2.765
C -5.500 -2.028 -2.962
C -6.587 -2.660 -3.557
C -7.746 -1.958 -3.837
C -7.841 -0.614 -3.520
C -6.770 0.022 -2.907
C -5.615 -0.679 -2.629
C -1.923 -1.700 -2.907
S -1.721 -2.106 -1.257
C -0.230 -0.124 -5.848
C 0.113 -0.956 -7.050
C -0.221 -0.555 -8.336
C 0.102 -1.343 -9.428
C 0.755 -2.549 -9.238
C 1.073 -2.966 -7.953
C 0.752 -2.179 -6.864
H -2.519 -0.911 -6.596
H -3.112 0.031 -5.194
H -2.637 -2.990 -5.251
H -4.233 -2.183 -5.253
H -3.861 -2.668 -1.714
H -4.233 -3.764 -3.079
H -6.514 -3.708 -3.819
H -8.574 -2.457 -4.327
H -8.743 -0.063 -3.754
H -6.840 1.073 -2.662
H -4.767 -0.195 -2.168
H 0.667 0.035 -5.244
H -0.618 0.860 -6.156
H -0.727 0.392 -8.482
H -0.158 -1.021 -10.429
H 1.019 -3.160 -10.091
H 1.577 -3.911 -7.807
H 1.007 -2.479 -5.855
C 4.585 -0.816 -2.131
Ge 3.490 -1.680 -3.571
C 3.815 -0.487 -5.157
C 4.355 -3.464 -3.920
C 1.623 -2.070 -3.325
H 5.590 -0.577 -2.462
H 4.651 -1.466 -1.263
H 4.100 0.100 -1.818
H 4.880 -0.426 -5.369
H 3.469 0.516 -4.919
H 3.304 -0.809 -6.060
H 5.345 -3.375 -4.356
H 3.743 -4.064 -4.584
H 4.448 -4.003 -2.983
H 1.426 -2.843 -2.574
Br -2.902 7.583 -0.071
C -2.171 5.821 0.024
C -1.029 5.570 0.782
C -0.560 4.272 0.816
N -1.135 3.259 0.173
C -2.218 3.528 -0.554
C -2.783 4.780 -0.668
H -0.528 6.360 1.321
H 0.325 4.022 1.382
H -2.650 2.687 -1.083
H -3.663 4.948 -1.271
```

Properties
E_LUMO, eV: 3.056
Gap between HOMO and LUMO, Ha: 0.120
Energy above the lowest of the compared OMol25 structures with the same formula, charge and spin, kcal/mol: 16.1
Maximum force, Eh/bohr: 0.0296
Charge: -2

=====

# 5
Computed, not measured: a structure of composition C11H16NO, with wB97M-V/def2-TZVPD.

Structure (XYZ):
```
29
C11H16NO (wB97M-V/def2-TZVPD)
C -3.085 -0.356 2.629
C -2.999 -1.223 1.530
C -2.277 0.830 2.664
C -2.193 -0.939 0.417
C -1.478 1.108 1.513
C -1.513 0.292 0.377
C 1.250 -0.849 -1.693
C 0.223 -0.346 -2.737
C -0.731 0.564 -0.833
C 1.998 1.274 -0.542
C 1.468 -0.664 0.736
N 1.122 0.034 -0.494
O -0.983 -0.229 -1.866
H -3.851 -0.707 3.381
H -3.572 -2.134 1.546
H -2.283 1.470 3.544
H -2.375 -1.427 -0.549
H -1.058 2.093 1.646
H 0.995 -1.856 -1.424
H 2.313 -0.947 -2.056
H 0.440 0.709 -3.010
H 0.013 -0.986 -3.544
H -0.376 1.572 -0.957
H 3.018 0.857 -0.423
H 1.936 1.645 -1.612
H 1.771 2.238 -0.016
H 1.522 0.280 1.379
H 0.665 -1.453 0.954
H 2.425 -1.209 0.835
```

Properties
E_LUMO, eV: -3.561
Gap between HOMO and LUMO, Ha: 0.342
Energy above the lowest of the compared OMol25 structures with the same formula, charge and spin, kcal/mol: 72.1
Maximum force, Eh/bohr: 0.0701
Charge: +1

=====

# 6
Computed, not measured: an isolated molecule of C3H5NOS, with wB97M-V/def2-TZVPD.

Structure (XYZ):
```
11
C3H5NOS (wB97M-V/def2-TZVPD)
C 1.497 -0.178 0.552
C 0.042 0.188 0.778
C -1.120 0.185 -1.312
H 1.920 0.086 -0.396
H 0.050 1.316 0.624
H -0.265 -0.078 1.818
H -1.244 -1.305 0.081
H -1.764 -0.303 -2.097
N -0.839 -0.407 -0.153
O -0.687 1.302 -1.629
S 2.410 -0.806 1.734
```

Properties
E_LUMO, eV: -0.411
Gap between HOMO and LUMO, Ha: 0.314
Energy above the lowest of the compared OMol25 structures with the same formula, charge and spin, kcal/mol: 28.2
Maximum force, Eh/bohr: 0.0653
SMILES string: O=CNCC=S

=====

# 7
Computed, not measured: a cluster of 8 separate species, C49H54F5N3O23S2 in total, with wB97M-V/def2-TZVPD.

Structure (XYZ):
```
136
C49H54F5N3O23S2 (wB97M-V/def2-TZVPD)
N -4.632 2.232 0.835
C -3.988 1.550 1.525
O -3.549 0.599 2.304
C -2.588 -0.234 1.705
C -1.874 -1.039 2.576
C -0.909 -1.899 2.108
C -0.693 -1.966 0.729
C -1.395 -1.192 -0.170
C -2.355 -0.313 0.358
N -1.270 -1.227 -1.588
C -2.366 -2.090 -2.152
C -3.535 -1.212 -2.659
C -4.930 -1.871 -2.445
C -6.009 -0.851 -2.141
F -5.845 -0.290 -0.928
F -7.208 -1.507 -2.165
C -6.144 0.279 -3.203
F -5.250 1.252 -3.042
F -6.097 -0.195 -4.446
F -7.360 0.842 -3.042
C 0.036 -1.567 -2.078
C 0.936 -2.391 -1.438
C 2.182 -2.719 -1.948
C 2.563 -2.221 -3.165
C 1.692 -1.367 -3.846
S 2.275 -0.807 -5.456
C 0.441 -1.024 -3.337
C -0.434 -0.094 -4.193
C 0.105 1.348 -4.144
C 0.193 1.838 -2.671
N -0.186 3.262 -2.610
C 0.307 3.913 -1.379
C -0.847 4.342 -0.493
C -1.851 5.173 -0.982
C -2.925 5.553 -0.202
C -3.008 5.112 1.112
C -2.011 4.304 1.621
C -0.941 3.922 0.828
O 0.021 3.107 1.423
S 0.541 -3.116 0.151
H -2.058 -1.011 3.647
H -0.329 -2.540 2.761
H -2.922 0.303 -0.334
H -1.940 -2.602 -3.016
H -2.682 -2.789 -1.369
H -3.490 -0.194 -2.271
H -3.402 -1.117 -3.744
H -4.868 -2.628 -1.659
H -5.207 -2.354 -3.386
H 2.836 -3.385 -1.391
H 3.520 -2.484 -3.599
H 3.199 0.127 -5.141
H -1.472 -0.034 -3.856
H -0.475 -0.482 -5.215
H -0.542 2.006 -4.735
H 1.102 1.448 -4.572
H -0.428 1.205 -2.016
H 1.246 1.770 -2.378
H -1.198 3.280 -2.656
H 0.903 4.786 -1.686
H 1.002 3.256 -0.848
H -1.773 5.494 -2.019
H -3.700 6.183 -0.627
H -3.851 5.407 1.729
H -2.061 3.977 2.655
H 0.005 2.262 0.956
C -5.552 6.447 5.681
C -6.048 5.156 5.074
O -4.887 4.665 4.401
C -3.800 5.209 5.000
O -2.680 4.873 4.783
O -4.155 6.180 5.873
H -6.032 6.683 6.627
H -5.657 7.296 5.008
H -6.354 4.426 5.827
H -6.866 5.305 4.373
C 4.849 -7.360 -1.588
C 4.430 -6.404 -0.496
O 4.762 -5.132 -1.058
C 4.779 -5.267 -2.409
O 4.850 -4.363 -3.174
O 4.694 -6.572 -2.767
H 4.224 -8.249 -1.635
H 5.895 -7.663 -1.501
H 3.355 -6.435 -0.303
H 4.964 -6.563 0.438
C 3.500 4.445 3.712
C 2.960 3.176 3.102
O 4.093 2.670 2.387
C 5.207 3.182 2.960
O 6.314 2.824 2.710
O 4.894 4.148 3.857
H 3.052 4.677 4.675
H 3.390 5.307 3.052
H 2.664 2.443 3.856
H 2.122 3.351 2.431
C 0.764 -5.870 -4.986
C -0.108 -6.027 -3.765
O -0.736 -4.744 -3.669
C -0.717 -4.179 -4.899
O -1.295 -3.176 -5.183
O 0.048 -4.893 -5.753
H 0.879 -6.794 -5.546
H 1.754 -5.475 -4.746
H -0.881 -6.788 -3.898
H 0.458 -6.250 -2.868
C 1.720 -10.878 -0.375
C 2.583 -11.273 -1.550
O 2.294 -10.245 -2.503
C 1.856 -9.160 -1.823
O 1.691 -8.085 -2.305
O 1.634 -9.457 -0.521
H 2.160 -11.142 0.583
H 0.714 -11.299 -0.432
H 3.649 -11.246 -1.316
H 2.333 -12.252 -1.952
C 7.709 0.036 1.803
C 8.361 0.094 0.443
O 9.459 -0.811 0.587
C 9.154 -1.681 1.583
O 9.781 -2.657 1.838
O 8.039 -1.287 2.246
H 6.632 0.173 1.763
H 8.131 0.759 2.501
H 7.707 -0.269 -0.352
H 8.711 1.091 0.186
C -2.406 10.569 6.918
C -2.730 9.206 7.481
O -3.955 8.879 6.820
C -4.002 9.596 5.668
O -4.804 9.433 4.806
O -3.015 10.521 5.628
H -1.337 10.750 6.833
H -2.860 11.379 7.493
H -1.981 8.454 7.223
H -2.866 9.216 8.560
```

Properties
E_LUMO, eV: 0.012
Gap between HOMO and LUMO, Ha: 0.288
Maximum force, Eh/bohr: 0.0387
SMILES string: N#COc1ccc2c(c1)N(CCCC(F)(F)C(F)(F)F)c1c(ccc(S)c1CCCNCc1ccccc1O)S2.O=C1OCCO1.O=C1OCCO1.O=C1OCCO1.O=C1OCCO1.O=C1OCCO1.O=C1OCCO1.O=C1OCCO1

=====

| no. | M (g/mol) |
| --- | --- |
| 1 | 1097.9 |
| 2 | 93.1 |
| 3 | 192.2 |
| 4 | 1499.9 |
| 5 | 178.3 |
| 6 | 103.1 |
| 7 | 1212.1 |